1.
Density functional theory data (ωB97M-V/def2-TZVPD) for 15 unconnected molecules or ions with the total composition C45H105N15O15 at a distorted geometry.

net charge = +1
spin multiplicity = 2
ΔE to the lowest compared entry with this formula, charge and spin = 0.0 kcal per mole
highest occupied orbital energy (alpha / beta) = -10.90 / -10.84 eV
<S²> = 0.78
energy = -101429.511 eV
orbital gap (alpha / beta) = 8.540 / 2.758 eV

CARTESIAN COORDINATES (ANGSTROEM)
C (1.266, 23.005, -6.030)
C (1.715, 23.986, -4.958)
O (1.143, 25.035, -4.804)
N (2.774, 23.585, -4.200)
C (3.280, 24.218, -3.018)
H (2.035, 22.414, -6.529)
H (0.748, 23.548, -6.821)
H (0.599, 22.406, -5.411)
H (3.091, 22.630, -4.287)
H (4.253, 23.783, -2.787)
H (2.555, 23.967, -2.244)
H (3.277, 25.307, -3.069)
C (2.185, 19.608, -11.170)
C (2.940, 19.899, -9.865)
O (3.946, 20.637, -9.844)
N (2.564, 19.218, -8.772)
C (3.234, 19.390, -7.492)
H (1.386, 18.899, -10.955)
H (2.960, 19.234, -11.839)
H (1.736, 20.513, -11.580)
H (1.768, 18.601, -8.843)
H (2.659, 20.024, -6.817)
H (4.279, 19.702, -7.484)
H (3.215, 18.390, -7.060)
C (5.274, 17.323, -10.639)
C (4.022, 16.468, -10.655)
O (3.663, 15.940, -11.726)
N (3.323, 16.402, -9.474)
C (1.945, 15.900, -9.439)
H (6.083, 16.883, -10.057)
H (5.071, 18.338, -10.297)
H (5.634, 17.461, -11.658)
H (3.711, 16.879, -8.672)
H (1.616, 15.786, -8.406)
H (1.825, 14.910, -9.880)
H (1.313, 16.581, -10.008)
C (-4.854, 19.767, -13.352)
C (-3.527, 19.831, -14.101)
O (-3.426, 19.331, -15.230)
N (-2.479, 20.502, -13.485)
C (-1.096, 20.631, -13.983)
H (-4.901, 20.293, -12.399)
H (-5.059, 18.730, -13.087)
H (-5.673, 20.054, -14.012)
H (-2.522, 20.942, -12.577)
H (-0.464, 19.898, -13.482)
H (-0.720, 21.651, -13.907)
H (-1.089, 20.345, -15.035)
C (0.250, 19.092, -4.630)
C (-0.637, 19.339, -3.412)
O (-0.542, 18.662, -2.402)
N (-1.469, 20.396, -3.558)
C (-2.480, 20.735, -2.587)
H (-0.052, 18.214, -5.201)
H (1.299, 19.060, -4.337)
H (0.275, 19.906, -5.355)
H (-1.562, 20.973, -4.381)
H (-3.179, 19.907, -2.469)
H (-2.896, 21.706, -2.856)
H (-1.930, 20.891, -1.658)
C (3.566, 17.387, -3.896)
C (2.910, 16.086, -4.146)
O (2.633, 15.388, -3.182)
N (2.635, 15.747, -5.349)
C (1.948, 14.535, -5.760)
H (4.514, 17.169, -3.405)
H (2.886, 17.839, -3.173)
H (3.750, 17.974, -4.796)
H (2.864, 16.380, -6.102)
H (2.308, 14.071, -6.678)
H (0.882, 14.763, -5.771)
H (2.093, 13.775, -4.992)
C (5.184, 17.185, -18.231)
C (4.823, 16.530, -16.951)
O (4.316, 15.409, -17.056)
N (5.018, 17.247, -15.838)
C (4.386, 16.924, -14.587)
H (4.619, 16.773, -19.067)
H (6.243, 17.143, -18.483)
H (4.789, 18.199, -18.300)
H (5.742, 17.952, -15.831)
H (3.842, 17.802, -14.239)
H (5.187, 16.844, -13.851)
H (3.704, 16.075, -14.632)
C (5.783, 14.592, -7.431)
C (5.900, 15.937, -6.852)
O (5.141, 16.845, -7.179)
N (6.839, 16.069, -5.876)
C (6.999, 17.316, -5.092)
H (4.728, 14.326, -7.499)
H (6.331, 13.847, -6.855)
H (6.074, 14.578, -8.482)
H (7.373, 15.252, -5.617)
H (6.233, 18.053, -5.335)
H (7.918, 17.849, -5.335)
H (6.985, 17.058, -4.033)
C (1.145, 23.308, -15.325)
C (2.079, 23.787, -14.238)
O (2.422, 24.997, -14.196)
N (2.529, 22.858, -13.370)
C (3.312, 23.177, -12.130)
H (1.413, 23.757, -16.281)
H (0.095, 23.531, -15.135)
H (1.112, 22.223, -15.425)
H (2.304, 21.911, -13.637)
H (4.325, 22.775, -12.124)
H (2.819, 22.752, -11.256)
H (3.439, 24.258, -12.073)
C (7.207, 19.509, -8.671)
C (8.205, 19.557, -9.788)
O (8.267, 18.537, -10.502)
N (9.164, 20.473, -9.851)
C (9.381, 21.505, -8.895)
H (6.298, 20.070, -8.889)
H (7.625, 19.760, -7.696)
H (6.810, 18.500, -8.558)
H (9.859, 20.348, -10.573)
H (8.552, 22.212, -8.916)
H (10.291, 22.055, -9.137)
H (9.577, 21.076, -7.912)
C (6.011, 20.541, -3.010)
C (4.486, 20.710, -3.199)
O (3.982, 20.874, -4.325)
N (3.778, 20.745, -2.048)
C (2.336, 20.749, -1.958)
H (6.220, 20.784, -1.968)
H (6.589, 21.264, -3.586)
H (6.330, 19.505, -3.119)
H (4.361, 20.798, -1.225)
H (1.819, 19.820, -2.199)
H (1.935, 21.557, -2.569)
H (2.050, 20.936, -0.923)
C (-1.993, 18.490, -10.718)
C (-1.159, 19.081, -9.542)
O (-0.226, 18.459, -9.016)
N (-1.379, 20.332, -9.330)
C (-0.693, 21.126, -8.356)
H (-2.703, 17.741, -10.368)
H (-1.315, 18.147, -11.499)
H (-2.586, 19.305, -11.133)
H (-2.061, 20.837, -9.879)
H (-0.016, 20.557, -7.718)
H (-1.386, 21.668, -7.711)
H (-0.087, 21.853, -8.897)
C (7.451, 22.004, -16.140)
C (6.792, 20.926, -15.370)
O (6.533, 19.823, -15.880)
N (6.533, 21.067, -14.042)
C (5.928, 20.122, -13.154)
H (6.861, 22.253, -17.022)
H (8.368, 21.510, -16.460)
H (7.670, 22.914, -15.580)
H (6.782, 21.927, -13.575)
H (4.862, 20.333, -13.065)
H (6.355, 20.253, -12.160)
H (6.050, 19.123, -13.573)
C (3.210, 21.032, -16.402)
C (2.501, 19.942, -15.629)
O (2.298, 20.163, -14.433)
N (2.038, 18.918, -16.379)
C (1.339, 17.782, -15.827)
H (4.183, 20.658, -16.721)
H (3.424, 21.884, -15.757)
H (2.533, 21.396, -17.175)
H (2.299, 18.883, -17.354)
H (0.326, 17.741, -16.228)
H (1.101, 17.906, -14.771)
H (1.795, 16.827, -16.086)
C (5.937, 22.733, -6.274)
C (6.314, 23.434, -7.544)
O (7.073, 24.440, -7.451)
N (5.979, 22.969, -8.731)
C (6.417, 23.496, -10.032)
H (5.031, 23.191, -5.877)
H (6.742, 22.919, -5.564)
H (5.724, 21.670, -6.392)
H (5.390, 22.156, -8.846)
H (5.583, 24.074, -10.427)
H (6.672, 22.704, -10.736)
H (7.313, 24.095, -9.868)

2.
Density functional theory data (ωB97M-V/def2-TZVPD) for 2 unconnected molecules or ions with the total composition C8H12NOS at a distorted geometry.

net charge = +1
spin multiplicity = 3
ΔE to the lowest compared entry with this formula, charge and spin = 24.1 kcal per mole
highest occupied orbital energy (alpha / beta) = -8.21 / -12.61 eV
<S²> = 2.04
energy = -22851.973 eV
orbital gap (alpha / beta) = 4.743 / 6.493 eV

CARTESIAN COORDINATES (ANGSTROEM)
C (-2.715, -0.921, 2.966)
C (-1.862, 0.047, 3.337)
C (-2.358, -1.831, 2.007)
C (-0.663, 0.215, 2.709)
C (-1.111, -1.825, 1.484)
C (-0.251, -0.771, 1.798)
C (1.307, 1.828, -1.938)
C (1.151, 0.484, -2.619)
N (1.491, 0.508, -3.939)
O (0.866, -0.636, -2.082)
S (1.308, -0.563, 0.937)
H (-3.738, -0.930, 3.409)
H (-2.258, 0.793, 4.036)
H (-3.063, -2.662, 1.812)
H (-0.156, 1.200, 2.809)
H (-0.734, -2.820, 1.076)
H (2.111, 1.841, -1.242)
H (1.381, 2.715, -2.550)
H (0.325, 1.877, -1.327)
H (2.278, -1.318, 1.371)
H (1.541, 1.395, -4.508)
H (1.676, -0.327, -4.409)
H (1.044, -0.750, -1.048)

3.
Density functional theory data (ωB97M-V/def2-TZVPD) for C20H33N3O4S in the gas phase.

spin multiplicity = 1
ΔE to the lowest compared entry with this formula, charge and spin = 7.5 kcal per mole
highest occupied orbital energy = -9.05 eV
structure (SMILES) = CCNS(=O)(=O)CC(=O)N(C)C[C@H](C)NC(=O)C[C@H](C)c1ccc(CC)cc1
energy = -44772.647 eV
orbital gap = 9.689 eV

CARTESIAN COORDINATES (ANGSTROEM)
C (-0.496, 5.525, 2.981)
C (-1.675, 4.749, 2.419)
N (-1.922, 5.008, 0.999)
S (-1.137, 4.229, -0.184)
O (-1.140, 5.106, -1.319)
O (0.089, 3.675, 0.326)
C (-2.179, 2.840, -0.607)
C (-2.100, 1.718, 0.418)
O (-2.868, 1.734, 1.370)
N (-1.204, 0.726, 0.214)
C (-0.098, 0.760, -0.731)
C (-1.210, -0.422, 1.111)
C (-0.259, -0.318, 2.327)
C (0.163, 1.101, 2.668)
N (0.962, -1.084, 2.068)
C (0.946, -2.433, 1.965)
O (-0.054, -3.089, 2.208)
C (2.237, -3.085, 1.512)
C (1.963, -4.081, 0.378)
C (3.233, -4.852, 0.024)
C (1.345, -3.394, -0.825)
C (2.101, -2.617, -1.699)
C (1.525, -2.039, -2.823)
C (0.174, -2.213, -3.108)
C (-0.451, -1.593, -4.333)
C (-0.938, -0.164, -4.091)
C (-0.588, -2.959, -2.215)
C (-0.013, -3.540, -1.092)
H (-0.376, 5.311, 4.044)
H (0.422, 5.251, 2.464)
H (-0.648, 6.601, 2.870)
H (-1.529, 3.677, 2.531)
H (-2.596, 4.989, 2.950)
H (-2.186, 5.942, 0.721)
H (-3.202, 3.206, -0.624)
H (-1.879, 2.553, -1.612)
H (-0.258, 1.484, -1.523)
H (0.836, 1.030, -0.234)
H (0.014, -0.228, -1.180)
H (-2.230, -0.533, 1.473)
H (-0.958, -1.307, 0.529)
H (-0.753, -0.786, 3.178)
H (-0.714, 1.700, 2.906)
H (0.821, 1.093, 3.537)
H (0.679, 1.588, 1.840)
H (1.786, -0.585, 1.777)
H (2.968, -2.337, 1.191)
H (2.661, -3.618, 2.367)
H (1.222, -4.786, 0.760)
H (3.046, -5.559, -0.785)
H (4.035, -4.184, -0.295)
H (3.593, -5.410, 0.890)
H (3.161, -2.478, -1.523)
H (2.142, -1.460, -3.501)
H (0.275, -1.596, -5.149)
H (-1.290, -2.212, -4.658)
H (-1.405, 0.248, -4.987)
H (-1.669, -0.136, -3.281)
H (-0.106, 0.486, -3.816)
H (-1.645, -3.106, -2.410)
H (-0.623, -4.123, -0.413)

4.
Density functional theory data (ωB97M-V/def2-TZVPD) for C6H9NS in the gas phase at a distorted geometry.

spin multiplicity = 3
ΔE to the lowest compared entry with this formula, charge and spin = 58.9 kcal per mole
highest occupied orbital energy (alpha / beta) = -4.90 / -10.57 eV
<S²> = 2.01
energy = -18687.157 eV
orbital gap (alpha / beta) = 5.545 / 7.626 eV

CARTESIAN COORDINATES (ANGSTROEM)
C (-0.899, 1.522, 0.810)
C (-0.190, 0.735, -0.234)
C (-0.172, -0.692, 0.101)
C (0.797, 1.719, -1.149)
C (0.971, -1.446, -0.494)
C (-0.852, -1.130, 1.422)
N (-1.569, 2.232, 1.424)
S (-1.408, -0.147, -1.166)
H (1.200, 2.514, -0.388)
H (0.044, 2.239, -1.747)
H (1.458, 1.175, -1.824)
H (1.897, -0.893, -0.427)
H (0.785, -1.870, -1.485)
H (1.009, -2.406, 0.100)
H (-1.709, -0.471, 1.533)
H (-0.298, -0.938, 2.300)
H (-1.062, -2.143, 1.225)